(1)
Entry from the OMol25 dataset: a structure of composition C24H67AsBO15 (ωB97M-V/def2-TZVPD).

As for the LUMO energy: 2.16 eV. As for the charge: -1. The value obtained for the HOMO-LUMO gap is 0.213 hartree. The highest occupied orbital energy is -3.6 eV. The maximum force comes out at 0.76 eV Å⁻¹. The value obtained for the electronic energy is -118195.8142 eV.

```
108
C24H67AsBO15 | the OMol25 dataset | ωB97M-V/def2-TZVPD
O 0.5498 -0.9272 -8.1536
B 0.0755 -1.8470 -7.1920
O -0.2886 -3.1067 -7.7377
O -0.0487 -1.5527 -5.9088
As 1.5029 -0.9243 -4.6640
H 1.1674 -1.3151 -8.7744
H -0.9841 -3.5023 -7.2107
H 0.6395 0.3669 -4.3789
H 0.7241 -1.7044 -3.5390
H 2.2550 -2.2768 -5.0441
H 2.1934 -0.2162 -5.8902
H 2.6470 -0.4766 -3.6833
C -0.8730 -0.5837 -1.0361
O 0.4989 -0.2590 -0.9301
C 0.8489 0.4126 0.2563
C 1.5096 -0.5193 1.2502
O 0.6210 -1.5362 1.6932
C 0.8037 -2.7696 1.0231
H -0.9728 -1.2553 -1.8871
H -1.2531 -1.0703 -0.1358
H -1.4747 0.3142 -1.2247
H -0.0292 0.8773 0.7213
H 1.5538 1.2121 0.0028
H 1.8305 0.0507 2.1275
H 2.3921 -0.9724 0.7847
H 1.7227 -3.2646 1.3607
H 0.8428 -2.6407 -0.0604
H -0.0500 -3.3980 1.2788
C -6.2594 -0.8163 2.4468
O -6.2122 -2.0668 1.7935
C -5.7349 -1.9932 0.4578
C -4.2777 -2.3756 0.3405
O -3.4362 -1.4570 1.0120
C -2.9559 -1.8964 2.2626
H -6.4632 -1.0111 3.4992
H -5.3128 -0.2772 2.3565
H -7.0616 -0.1868 2.0432
H -5.8749 -0.9811 0.0613
H -6.3352 -2.6796 -0.1466
H -3.9890 -2.3683 -0.7142
H -4.1277 -3.3896 0.7309
H -2.2379 -2.7157 2.1411
H -3.7695 -2.2331 2.9140
H -2.4368 -1.0575 2.7235
C 2.6844 3.0555 3.1217
O 1.3807 3.0145 2.5806
C 0.5409 4.0719 3.0008
C 0.4125 5.1339 1.9291
O 1.6488 5.7652 1.6540
C 2.2828 5.2599 0.4891
H 3.2803 2.3270 2.5737
H 3.1361 4.0449 3.0093
H 2.6818 2.7832 4.1837
H 0.9230 4.5165 3.9269
H -0.4510 3.6575 3.2064
H -0.2964 5.8977 2.2638
H 0.0124 4.6747 1.0183
H 1.7511 5.5824 -0.4131
H 2.3278 4.1688 0.4994
H 3.2962 5.6513 0.4598
C 5.6419 6.9083 -0.2128
O 5.5865 5.5770 -0.6848
C 5.8279 5.4526 -2.0773
C 7.2374 4.9891 -2.3681
O 8.2085 5.9427 -1.9679
C 8.8319 5.6381 -0.7378
H 5.6248 6.8691 0.8756
H 6.5528 7.4156 -0.5415
H 4.7731 7.4818 -0.5565
H 5.6396 6.4067 -2.5817
H 5.1255 4.7145 -2.4739
H 7.3439 4.8339 -3.4452
H 7.4165 4.0310 -1.8684
H 9.5043 4.7780 -0.8356
H 8.0995 5.4217 0.0445
H 9.4180 6.5101 -0.4509
C 0.0777 -5.5846 7.3077
O -1.2171 -5.5591 6.7437
C -1.9839 -4.4288 7.1171
C -1.9837 -3.3532 6.0520
O -0.7008 -2.7916 5.8621
C -0.0279 -3.2818 4.7137
H 0.6246 -6.3877 6.8164
H 0.6054 -4.6405 7.1503
H 0.0371 -5.7914 8.3837
H -1.6075 -4.0077 8.0569
H -3.0117 -4.7655 7.2831
H -2.6596 -2.5510 6.3661
H -2.3659 -3.7668 5.1116
H -0.4852 -2.9032 3.7958
H -0.0184 -4.3751 4.6913
H 0.9944 -2.9109 4.7581
C -5.5754 -1.0759 -4.9545
O -4.4937 -1.5948 -5.6883
C -3.2177 -1.2690 -5.1317
C -2.6298 -2.4069 -4.3364
O -3.4376 -2.7309 -3.1955
C -4.2480 -3.8627 -3.4120
H -6.4863 -1.5230 -5.3543
H -5.4974 -1.3137 -3.8886
H -5.6464 0.0145 -5.0595
H -3.3064 -0.3830 -4.4931
H -2.5314 -1.0311 -5.9443
H -1.6334 -2.1095 -4.0079
H -2.5221 -3.2965 -4.9649
H -3.6510 -4.7828 -3.4448
H -4.8136 -3.7845 -4.3452
H -4.9501 -3.9366 -2.5798
```

(2)
Entry from the OMol25 dataset: the molecule C4H2OS2 in a non-equilibrium geometry (ωB97M-V/def2-TZVPD).

As for the LUMO energy: -1.86 eV. The energy above the lowest of the compared OMol25 structures with the same formula, charge and spin is 229.1 kJ/mol. As for the charge: 0. The value obtained for the HOMO-LUMO gap is 0.278 hartree. The highest occupied orbital energy is -9.4 eV. The maximum force comes out at 5.29 eV Å⁻¹. The value obtained for the electronic energy is -27894.3080 eV.

```
9
C4H2OS2 | the OMol25 dataset | ωB97M-V/def2-TZVPD
C 1.1005 0.5010 0.1295
C -0.0114 -0.4635 0.1137
C -1.3930 -0.0235 0.0816
C -2.6339 -0.0031 -0.0688
H 3.1986 0.4535 -0.1637
H -3.7339 -0.1612 0.0998
O 0.2005 -1.7068 -0.1437
S 2.4546 -0.6225 0.0100
S 0.8180 2.0262 -0.0585
```

(3)
Entry from the OMol25 dataset: a cluster of 2 separate species, H4N2O3Si in total in a non-equilibrium geometry (ωB97M-V/def2-TZVPD).

As for the LUMO energy (alpha / beta): -1.56 / -1.56 eV. The energy above the lowest of the compared OMol25 structures with the same formula, charge and spin is 459.0 kJ/mol. As for the charge: 0. The value obtained for the HOMO-LUMO gap (alpha / beta) is 0.290 / 0.286 hartree. The highest occupied orbital energy (alpha / beta) is -9.5 / -9.3 eV. The maximum force comes out at 3.47 eV Å⁻¹. The value obtained for the electronic energy is -17060.0094 eV.

```
10
H4N2O3Si | the OMol25 dataset | ωB97M-V/def2-TZVPD
N -1.6434 -0.4811 -0.1986
N 0.8249 -0.3122 1.3530
O 0.6257 -1.4677 1.4276
O 1.5414 0.3559 2.0248
O 1.4471 0.5986 -2.1151
Si -0.3208 0.5436 0.1631
H -1.4365 -1.3202 -0.7049
H -2.4078 -0.0312 -0.6903
H 2.0243 0.1419 -1.5296
H -0.6548 1.9724 0.2700
```

(4)
Entry from the OMol25 dataset: a structure of composition C5H7NO (ωB97M-V/def2-TZVPD).

As for the LUMO energy: 0.70 eV. The energy above the lowest of the compared OMol25 structures with the same formula, charge and spin is 462.8 kJ/mol. As for the charge: 0. The value obtained for the HOMO-LUMO gap is 0.373 hartree. The highest occupied orbital energy is -9.4 eV. The maximum force comes out at 0.55 eV Å⁻¹. The value obtained for the electronic energy is -8831.4067 eV.

```
14
C5H7NO | the OMol25 dataset | ωB97M-V/def2-TZVPD
O -1.7873 1.4997 0.4963
C -0.6105 1.2262 0.4632
C -0.1143 -0.1718 0.6936
C 0.5066 -0.9993 -0.3838
C 1.3419 -0.1551 -1.3126
C 1.9992 0.3139 -0.2497
N 1.3229 -0.5123 0.7557
H -3.0898 -0.4103 0.3943
H 0.1511 2.0065 0.2847
H -0.7136 -0.7267 1.4142
H 0.2779 -2.0567 -0.4816
H -3.3703 -1.0986 0.3380
H 1.3520 0.0040 -2.3828
H 2.7341 1.0806 -0.0294
```